No. 1
DFT (wB97M-V/def2-TZVPD) results for 2 unconnected molecules or ions with the total composition C5H11O2 at a distorted geometry.

Cartesian coordinates (Å):
O (1.66278, -3.59013, -0.35607)
O (-0.49074, -3.35112, -0.86512)
C (0.70502, -2.94486, -0.82433)
C (0.16673, 2.47609, 0.71056)
C (-1.21675, 0.40127, 0.56932)
C (-0.29714, 1.19466, 1.41777)
C (0.87238, -1.59308, -1.61134)
H (-1.02200, -0.68036, 0.33673)
H (-1.26997, 0.81555, -0.49270)
H (-0.64366, 3.12625, 0.65582)
H (-2.29880, 0.57747, 1.02825)
H (-0.10841, -1.39830, -2.08808)
H (0.93726, -0.72464, -1.00751)
H (0.59445, 0.38995, 1.52554)
H (1.66331, -1.84232, -2.41199)
H (0.76756, 2.30844, -0.21713)
H (-0.65076, 1.64285, 2.38320)
H (0.62875, 3.19229, 1.24709)

Its HOMO energy is -3.61 eV. The HOMO-LUMO gap is 6.968 eV. The total energy is -9457.96826 eV. Its net charge is -1. For the energy above the lowest of the compared OMol25 structures with the same formula, charge and spin, the calculation gives 198.8 kJ/mol. As for the multiplicity: 1. The LUMO energy is 3.354 eV.

No. 2
DFT (wB97M-V/def2-TZVPD) results for 2 unconnected molecules or ions with the total composition C5H11O2 at a distorted geometry.

Cartesian coordinates (Å):
O (-0.41994, 1.62762, 1.13200)
O (0.65504, 3.58719, 1.22645)
C (1.71540, 1.89125, 0.01953)
C (-0.53716, -1.34876, 1.00769)
C (-0.69796, -1.54125, -1.51964)
C (-1.35849, -1.03066, -0.24363)
C (0.57738, 2.37557, 0.89950)
H (1.75846, 0.85518, -0.29744)
H (-0.29321, -0.74308, -2.15055)
H (2.69080, 1.98415, 0.50991)
H (0.15688, -0.62539, 1.40930)
H (0.05037, -2.26297, 0.92226)
H (-1.41063, -2.06288, -2.15998)
H (-2.37117, -1.37498, -0.04913)
H (-1.08232, -1.63542, 1.92580)
H (0.14068, -2.21291, -1.38781)
H (1.76061, 2.46682, -0.91246)
H (-1.33474, 0.05050, -0.33180)

Its HOMO energy is -3.78 eV. The HOMO-LUMO gap is 7.619 eV. The total energy is -9459.32898 eV. Its net charge is -1. For the energy above the lowest of the compared OMol25 structures with the same formula, charge and spin, the calculation gives 67.6 kJ/mol. As for the multiplicity: 1. The LUMO energy is 3.841 eV.

No. 3
DFT (wB97M-V/def2-TZVPD) results for 2 unconnected molecules or ions with the total composition C5H11O2 at a distorted geometry.

Cartesian coordinates (Å):
O (0.78212, 1.06140, -2.39665)
O (-0.85418, 1.64419, -1.04566)
C (-0.18999, 0.77881, -1.72052)
C (1.08126, -1.30447, 2.84460)
C (-1.38690, -1.06750, -0.23990)
C (-0.84532, -0.69808, -1.62087)
C (1.31786, 0.17189, 3.09275)
H (1.70187, 0.74480, 2.26249)
H (-1.79456, -0.27664, 0.35005)
H (1.95038, -1.82331, 2.91566)
H (1.99821, 0.43657, 3.80025)
H (-0.45004, -1.69586, 0.28896)
H (0.67776, -1.35261, 1.76652)
H (-1.65356, -0.58120, -2.41462)
H (-0.19841, -1.49054, -2.05632)
H (-2.14884, -1.87825, -0.26328)
H (0.22708, 0.66713, 3.23386)
H (0.40515, -1.67861, 3.51846)

Its HOMO energy is -3.65 eV. The HOMO-LUMO gap is 7.349 eV. The total energy is -9458.38917 eV. Its net charge is -1. For the energy above the lowest of the compared OMol25 structures with the same formula, charge and spin, the calculation gives 158.2 kJ/mol. As for the multiplicity: 1. The LUMO energy is 3.700 eV.

No. 4
DFT (wB97M-V/def2-TZVPD) results for 2 unconnected molecules or ions with the total composition C5H11O2 at a distorted geometry.

Cartesian coordinates (Å):
O (2.24044, 1.49818, 0.64258)
O (2.33432, -0.65284, 0.87622)
C (1.09326, -1.11543, -1.53135)
C (0.79439, 0.12969, -0.68786)
C (-3.32653, -0.06744, 1.01929)
C (1.87847, 0.35450, 0.42664)
C (-3.75775, 0.11543, -0.43404)
H (-4.54167, -0.54161, -0.46120)
H (-2.97478, -0.36366, -1.07090)
H (-3.96636, -0.64523, 1.68799)
H (-3.79275, 1.08089, -0.73458)
H (0.48918, -1.81987, -0.99614)
H (0.73893, -1.00786, -2.54611)
H (-2.39198, -0.64531, 0.96803)
H (2.08676, -1.38530, -1.50230)
H (-3.13686, 0.92368, 1.39641)
H (1.02055, 1.03959, -1.35796)
H (-0.22010, 0.10149, -0.28970)

Its HOMO energy is -3.70 eV. The HOMO-LUMO gap is 7.132 eV. The total energy is -9458.50220 eV. Its net charge is -1. For the energy above the lowest of the compared OMol25 structures with the same formula, charge and spin, the calculation gives 147.3 kJ/mol. As for the multiplicity: 1. The LUMO energy is 3.429 eV.

No. 5
DFT (wB97M-V/def2-TZVPD) results for 2 unconnected molecules or ions with the total composition C5H11O2 at a distorted geometry.

Cartesian coordinates (Å):
O (1.86892, 0.13596, -1.25862)
O (1.54774, 2.23540, -2.72907)
C (-1.73107, -0.38131, 1.57852)
C (0.58507, 0.22882, -0.62234)
C (0.34156, -0.92905, 0.27290)
C (-2.83051, -0.94728, 2.06849)
C (-0.26620, -0.81375, 1.61244)
H (1.28335, -1.53867, 0.29052)
H (1.88028, 1.46215, -2.10167)
H (-0.38785, -1.64037, -0.17190)
H (1.64436, 1.71405, -3.50581)
H (-3.72406, -0.39269, 1.78073)
H (0.53956, 1.18353, 0.07960)
H (-0.32729, -1.75310, 2.15063)
H (0.22945, 0.11952, 2.09079)
H (-0.32253, 0.53347, -1.40123)
H (-1.83613, 0.31954, 0.70907)
H (-2.90558, -1.92284, 2.52075)

Its HOMO energy (alpha / beta) is -9.97 / -9.97 eV. The HOMO-LUMO gap (alpha / beta) is 10.821 / 7.418 eV. The total energy is -9453.69740 eV. For the energy above the lowest of the compared OMol25 structures with the same formula, charge and spin, the calculation gives 265.4 kJ/mol. As for the multiplicity: 2. Its expectation value of S² is 0.755. The LUMO energy (alpha / beta) is 0.847 / -2.554 eV.

No. 6
DFT (wB97M-V/def2-TZVPD) results for 2 unconnected molecules or ions with the total composition C5H11O2S at a distorted geometry.

Cartesian coordinates (Å):
S (-0.47742, 3.01034, -0.72163)
O (0.45152, -1.55721, -0.60752)
O (-1.65023, -2.13663, -0.24525)
C (0.77761, 1.94264, 1.60587)
C (-0.25552, 1.78820, -2.09865)
C (-0.36569, -2.32353, -0.20636)
C (0.21971, -3.56808, 0.36711)
C (-0.55756, 1.85717, 0.74058)
H (-0.55691, 0.78940, 0.42756)
H (0.79564, 1.15520, 2.30674)
H (1.00140, 2.96455, 2.07266)
H (-0.96545, 2.02898, -2.81692)
H (-1.28763, 1.79154, 1.58240)
H (1.51327, 1.60641, 0.92924)
H (0.33537, -4.22511, -0.59546)
H (-0.38393, -4.19934, 1.01127)
H (0.65701, 1.94390, -2.63359)
H (1.17143, -3.56486, 0.79953)
H (-0.42261, 0.69642, -1.91759)

Its HOMO energy is -3.93 eV. The HOMO-LUMO gap is 7.106 eV. The total energy is -20293.73661 eV. Its net charge is -1. For the energy above the lowest of the compared OMol25 structures with the same formula, charge and spin, the calculation gives 164.3 kJ/mol. As for the multiplicity: 1. The LUMO energy is 3.177 eV.

No. 7
DFT (wB97M-V/def2-TZVPD) results for 2 unconnected molecules or ions with the total composition C5H11O3 at a distorted geometry.

Cartesian coordinates (Å):
O (-0.05843, -1.64626, -1.67909)
O (-0.87634, 0.10699, -0.45677)
O (-0.15128, -0.92608, 3.36631)
C (0.09405, 0.47514, -2.63993)
C (0.08434, 1.22617, 2.57666)
C (1.65465, 0.89125, -2.48625)
C (-0.35326, -0.43748, -1.51129)
C (-0.62050, -0.05403, 2.21694)
H (1.15860, 1.13522, 2.14418)
H (-0.23258, -0.47021, 1.29617)
H (0.05563, 0.05513, -3.63439)
H (-0.52279, 1.95038, 2.02721)
H (-0.49698, 1.39242, -2.61491)
H (0.04351, 1.45748, 3.68194)
H (-1.73646, -0.22656, 2.16319)
H (1.96020, 1.23005, -1.58337)
H (2.38019, 0.22550, -2.64225)
H (-0.88355, -1.21304, 3.71140)
H (1.80689, 1.58015, -3.32960)

Its HOMO energy is -4.15 eV. The HOMO-LUMO gap is 7.987 eV. The total energy is -11505.34694 eV. Its net charge is -1. For the energy above the lowest of the compared OMol25 structures with the same formula, charge and spin, the calculation gives 262.5 kJ/mol. As for the multiplicity: 1. The LUMO energy is 3.835 eV.

No. 8
DFT (wB97M-V/def2-TZVPD) results for 2 unconnected molecules or ions with the total composition C5H11O3 at a distorted geometry.

Cartesian coordinates (Å):
O (0.82774, 1.67160, -0.61274)
O (-2.42474, -2.33434, -1.53554)
O (0.66629, 3.00866, 1.19206)
C (1.26464, 0.88637, 2.93649)
C (-1.15682, -1.67108, -1.60198)
C (1.54795, 0.79932, 1.45715)
C (0.98945, 1.95538, 0.59967)
C (-1.39080, -0.54957, -2.63019)
H (0.26614, 1.00327, 3.29013)
H (1.33332, -0.21657, 1.05295)
H (-1.83957, -0.99021, -3.55541)
H (1.80299, 0.04778, 3.39310)
H (1.70956, 1.81275, 3.30359)
H (2.63902, 0.88555, 1.41708)
H (-0.32325, -2.33403, -1.84389)
H (-2.16245, 0.11577, -2.15774)
H (-0.63056, 0.17526, -2.89263)
H (-2.17553, -3.17768, -1.12443)
H (-0.94339, -1.08821, -0.68766)

Its HOMO energy is -3.92 eV. The HOMO-LUMO gap is 7.146 eV. The total energy is -11506.69732 eV. Its net charge is -1. For the energy above the lowest of the compared OMol25 structures with the same formula, charge and spin, the calculation gives 132.2 kJ/mol. As for the multiplicity: 1. The LUMO energy is 3.226 eV.

No. 9
DFT (wB97M-V/def2-TZVPD) results for 2 unconnected molecules or ions with the total composition C5H11O3 at a distorted geometry.

Cartesian coordinates (Å):
O (-1.96685, -0.23034, 0.75094)
O (-0.88982, 1.78339, 1.05600)
O (-2.23614, -2.54506, -0.57440)
C (-1.08706, 0.64039, 0.54715)
C (1.44972, 0.14788, 0.03531)
C (2.29355, -0.95498, -0.74086)
C (2.14473, 1.62349, -0.03574)
C (0.08642, 0.21981, -0.51968)
H (2.30843, 1.80395, -1.13455)
H (1.58236, 2.35999, 0.63774)
H (3.33805, -1.11071, -0.45362)
H (-0.25051, -0.69727, -1.05202)
H (2.29885, -0.85283, -1.86971)
H (1.82322, -1.85310, -0.67687)
H (-0.11354, 0.88393, -1.30180)
H (3.09849, 1.58674, 0.51640)
H (-2.22928, -1.75668, -0.02673)
H (1.35174, -0.05696, 1.17074)
H (-1.78952, -2.43049, -1.38699)

Its HOMO energy is -4.27 eV. The HOMO-LUMO gap is 7.968 eV. The total energy is -11506.97706 eV. Its net charge is -1. For the energy above the lowest of the compared OMol25 structures with the same formula, charge and spin, the calculation gives 105.2 kJ/mol. As for the multiplicity: 1. The LUMO energy is 3.702 eV.

No. 10
DFT (wB97M-V/def2-TZVPD) results for a molecular structure, C5H11O3Tl at a distorted geometry.

Cartesian coordinates (Å):
Tl (0.98483, 0.70590, 1.81199)
O (1.42029, -1.04070, 0.75861)
O (-2.82183, 2.96756, -0.01449)
O (-0.90211, 0.42146, 0.47622)
C (-0.72831, -0.79284, -0.22164)
C (0.73081, -1.11754, -0.48129)
C (-1.99985, 2.61381, -0.94144)
C (1.95586, -2.24723, 1.27401)
C (-0.43631, 1.63975, -0.15162)
H (2.90586, -2.01152, 1.77098)
H (-1.16592, -1.54970, 0.44401)
H (0.80267, -2.09592, -0.97717)
H (-1.40727, 3.41392, -1.44897)
H (-2.36464, 1.90357, -1.72225)
H (1.24562, -2.66289, 1.99974)
H (1.22019, -0.39494, -1.14899)
H (-1.26645, -0.76623, -1.18152)
H (2.12866, -2.97394, 0.46860)
H (-0.02695, 1.43922, -1.16074)
H (-0.27515, 2.54826, 0.44596)

Its HOMO energy (alpha / beta) is -13.11 / -13.03 eV. The HOMO-LUMO gap (alpha / beta) is 9.276 / 7.490 eV. The total energy is -16187.39185 eV. Its net charge is +1. As for the multiplicity: 2. Its expectation value of S² is 0.785. The LUMO energy (alpha / beta) is -3.831 / -5.543 eV.